The following is a quantum chemistry calculation of a cluster of 2 separate species, H4O2 in total in a non-equilibrium geometry, from the OMol25 dataset.

Structure (ORCA input):
```
! wB97M-V def2-TZVPD RIJCOSX def2/J DEFGRID3
* xyz 0 1
O 0.801 1.902 -0.080
H 1.409 2.228 0.613
H 0.171 1.368 0.405
O -1.095 -1.644 -0.301
H -1.089 -2.621 -0.380
H -0.197 -1.232 -0.257
*
```

Results
- HOMO-LUMO gap: 0.4532 hartree
- LUMO: 0.72 eV
- Highest occupied orbital energy: -11.609 eV
- Relative energy (zero: lowest compared OMol25 entry of this formula, charge and spin): 0.285 eV
- SMILES string: O.O

Atomic partial charges in e from the natural (NBO) method, atoms 1 to 2:
1 O -0.94
2 H 0.47

The following is a quantum chemistry calculation of a cluster of 2 separate species, H4O2 in total in a non-equilibrium geometry, from the OMol25 dataset.

Structure (ORCA input):
```
! wB97M-V def2-TZVPD RIJCOSX def2/J DEFGRID3
* xyz 0 1
O -1.699 -2.996 -1.220
H -1.689 -2.060 -0.917
H -2.221 -2.982 -2.054
O 2.046 2.331 1.305
H 1.151 2.468 1.689
H 2.412 3.238 1.197
*
```

Results
- HOMO-LUMO gap: 0.4573 hartree
- LUMO: 0.91 eV
- Highest occupied orbital energy: -11.528 eV
- Relative energy (zero: lowest compared OMol25 entry of this formula, charge and spin): 0.261 eV
- SMILES string: O.O

Atomic partial charges in e from the natural (NBO) method, atoms 1 to 2:
1 O -0.94
2 H 0.47

The following is a quantum chemistry calculation of a cluster of 2 separate species, H4O2 in total in a non-equilibrium geometry, from the OMol25 dataset.

Structure (ORCA input):
```
! wB97M-V def2-TZVPD RIJCOSX def2/J DEFGRID3
* xyz 0 1
O -0.872 8.180 -0.472
H -0.104 7.628 -0.743
H -0.705 9.057 -0.885
O 1.375 9.630 -1.159
H 0.706 10.322 -0.954
H 0.872 8.932 -1.636
*
```

Results
- HOMO-LUMO gap: 0.4468 hartree
- LUMO: 0.54 eV
- Highest occupied orbital energy: -11.620 eV
- Relative energy (zero: lowest compared OMol25 entry of this formula, charge and spin): 0.618 eV
- SMILES string: O.O

Atomic partial charges in e from the natural (NBO) method, atoms 1 to 2:
1 O -0.92
2 H 0.46